[1]
A cluster of 3 separate species, C14H32Br2N3O4 in total, computed with the ωB97M-V functional and the def2-TZVPD basis.

Geometry (Å):
C 1.946254 2.980436 3.491646
C 2.245203 1.532683 3.114028
N 2.443106 1.383180 1.644935
C 2.305099 0.125110 1.143388
N 2.347156 -1.040201 1.873680
N 2.080067 0.011331 -0.150482
C 3.603646 2.067035 1.127666
Br 5.231003 1.306987 1.697516
C 3.505655 3.126821 0.333244
C 2.200370 3.727047 -0.121885
Br 5.032186 3.995229 -0.288351
H 1.135059 3.006621 4.215994
H 1.601193 3.527438 2.616785
H 2.818900 3.481638 3.901488
H 3.122666 1.150932 3.637445
H 1.402161 0.898195 3.386177
H 1.420490 -1.223051 2.250738
H 3.068011 -1.047793 2.587930
H 2.402961 -0.799419 -0.655120
H 1.602189 0.775338 -0.608043
H 2.381210 4.432873 -0.927743
H 1.722486 4.273683 0.688664
H 1.525034 2.964792 -0.507497
C -2.370680 2.612517 -1.979566
O -1.418568 1.565814 -1.855343
C -1.943584 0.278077 -2.167257
C -1.561220 -0.171144 -3.558699
O -2.161068 0.628564 -4.556247
C -1.297715 1.595061 -5.125745
H -1.827520 3.555055 -1.939389
H -2.907311 2.550821 -2.927584
H -3.090429 2.582497 -1.155778
H -3.030281 0.261253 -2.051734
H -1.523176 -0.413495 -1.434944
H -1.914880 -1.196824 -3.701703
H -0.470178 -0.170938 -3.670483
H -0.573064 1.122769 -5.797179
H -0.763113 2.160808 -4.357960
H -1.914666 2.279078 -5.704233
C -2.217806 -3.953019 3.006934
O -1.607309 -4.813081 2.062787
C -2.379929 -5.011726 0.889375
C -1.857895 -4.190719 -0.265300
O -1.985656 -2.792218 -0.021324
C -0.794158 -2.191652 0.410712
H -1.464473 -3.704374 3.753443
H -2.582687 -3.033455 2.540970
H -3.051878 -4.451827 3.509371
H -3.431160 -4.775427 1.077247
H -2.314503 -6.069853 0.622479
H -2.435534 -4.420325 -1.163659
H -0.811297 -4.445164 -0.459748
H -0.091765 -2.084963 -0.428545
H -0.309856 -2.764114 1.209518
H -1.038746 -1.194902 0.787382

Forces on atoms 1 to 2 (eV/Å):
-0.050 -0.115 -0.155
-0.219 0.010 0.019

Computed properties:
Spin multiplicity: 1
HOMO energy: -11.52 eV
Charge: +1

=====

[2]
The molecule C12H24O12S2, computed with the ωB97M-V functional and the def2-TZVPD basis.

Geometry (Å):
O 1.012265 -0.455929 -2.531255
O -0.126515 -2.212493 -1.099127
O 2.237685 -1.755492 -0.747293
O -1.066193 -3.510534 1.892873
O -1.857102 1.497066 -5.620701
O 3.942341 -0.383606 3.685694
O 3.149792 -3.084385 1.683563
O -0.328965 2.273821 1.456113
O -2.956116 1.017195 -1.028205
O -2.951311 2.557985 -3.426428
O -1.301833 3.254821 -1.057304
O 0.534608 0.000027 -0.055736
S 0.444890 -0.606136 3.136088
C 1.839973 0.317791 2.642161
C -1.075207 0.311740 2.363241
C 0.204777 -3.350892 2.485788
C -1.022431 1.432521 -4.469141
C 3.021723 -0.637147 2.627440
C 2.498072 -2.121743 2.555633
C -1.127813 1.185860 1.205217
C -1.623386 0.851968 -1.298565
C 1.001371 -2.053371 2.157127
C -0.929779 0.254531 -0.022422
C -1.469231 2.405370 -3.348144
C -0.966722 2.134280 -1.928427
S 0.927524 -1.192998 -1.258740
H -1.058159 -3.945619 1.065991
H -1.376298 1.135466 -6.421425
H 4.672194 -1.057929 3.619848
H 3.199271 -2.734293 0.717712
H -0.436368 2.861441 0.636914
H -3.247883 1.641488 -1.721611
H -3.221071 2.453363 -4.383151
H -2.243947 3.356289 -0.771369
H 2.009531 1.076374 3.423673
H 1.678499 0.832331 1.641060
H -1.664843 -0.607194 2.087904
H -1.455917 0.814502 3.226965
H 0.086532 -3.264869 3.515480
H 0.906596 -4.138379 2.164339
H -0.968270 0.402109 -4.090473
H -0.025308 1.729042 -4.766266
H 3.528727 -0.522982 1.674465
H 2.710999 -2.475508 3.564941
H -2.171832 1.594315 1.100519
H -1.516880 0.007344 -1.942186
H 0.920493 -1.980062 1.143806
H -1.432295 -0.721630 0.063723
H -1.024687 3.404956 -3.610483
H 0.118499 2.009197 -1.939823

Forces on atoms 1 to 2 (eV/Å):
-0.407 -0.948 1.960
0.608 1.551 -0.459

Computed properties:
Spin multiplicity: 1
HOMO energy: -9.63 eV

=====

[3]
The molecule ClH2IN2P2, computed with the ωB97M-V functional and the def2-TZVPD basis.

Geometry (Å):
N 0.024784 0.109382 -0.263752
N 1.083044 0.563289 -1.066063
P 2.568882 -0.448359 -1.369244
Cl 4.008793 0.623600 -0.487932
P 1.265120 0.799444 -2.728033
I -0.163709 -0.967690 -3.551339
H -0.684908 -0.261504 -0.887893
H -0.477998 0.942891 -0.004586

Forces on atoms 1 to 2 (eV/Å):
-0.777 0.448 -0.278
2.327 -1.066 -0.043

Computed properties:
Spin multiplicity: 1
Structure (SMILES): NN1P(Cl)#P1I
HOMO energy: -8.86 eV

=====

[4]
The molecule C4H5N3O, computed with the ωB97M-V functional and the def2-TZVPD basis.

Geometry (Å):
O 1.193001 2.093355 0.087126
C 0.549488 1.066239 0.158312
N -0.787578 0.958837 0.746741
N -1.522951 -0.248297 0.901608
C -1.260378 -1.312124 0.172044
C -0.192992 -0.991834 -0.865728
N 1.155647 -1.349999 -1.095591
C 0.908505 -0.378011 -0.015793
H -1.372863 1.736724 1.080250
H -1.866977 -2.180412 0.310630
H -0.712522 -0.380442 -1.663942
H 1.435067 -0.828230 -1.976706
H 1.029717 -0.923878 0.990461

Forces on atoms 1 to 2 (eV/Å):
-1.122 -1.121 -0.219
-0.377 0.571 1.186

Computed properties:
Spin multiplicity: 1
Structure (SMILES): O=C1NN=C[C@@H]2N[C@@H]12
HOMO energy: -9.41 eV

=====

[5]
A cluster of 2 separate species, C7H16 in total, computed with the ωB97M-V functional and the def2-TZVPD basis.

Geometry (Å):
C -0.977723 1.593949 -0.163241
C -0.960660 0.261818 -0.115803
C -2.182078 -0.541417 -0.506810
C 0.185858 -0.543174 0.470628
C -0.253246 -0.792606 1.919455
C 1.585602 0.090860 0.446972
C 2.252364 0.272789 -0.918779
H -1.844379 2.122018 -0.553479
H -0.117840 2.190402 0.124754
H -2.749710 -0.068228 -1.314619
H -1.943869 -1.566508 -0.819149
H -2.830923 -0.601071 0.370772
H 0.252297 -1.514397 -0.049216
H 0.498567 -1.352045 2.481363
H -0.413714 0.176850 2.404819
H -1.198821 -1.344556 1.955447
H 2.231885 -0.553654 1.058647
H 1.550140 1.055384 0.969406
H 2.284356 -0.667478 -1.482801
H 3.285018 0.616022 -0.789062
H 1.737124 1.010301 -1.540211
H -0.227720 -0.216165 -2.226569
H -0.342353 0.458445 -1.908619

Forces on atoms 1 to 2 (eV/Å):
-0.047 -0.079 0.249
-0.217 0.365 0.526

Computed properties:
Spin multiplicity: 1
Structure (SMILES): C=C(C)[C@H](C)CC.[H][H]
HOMO energy: -8.94 eV

=====

[6]
A structure of composition C2H5N2O2P, computed with the ωB97M-V functional and the def2-TZVPD basis.

Geometry (Å):
C -1.535464 -0.472997 -0.226853
C -2.135461 0.550429 0.354734
N -0.516819 -1.178343 -0.381583
N 0.360049 1.190110 0.414224
O 1.778432 -0.298851 -1.344068
O 1.848271 -1.042407 1.027104
P 0.867551 -0.203658 -0.000311
H -2.809814 0.994991 -0.291799
H -2.483301 0.472588 1.342693
H 1.112197 1.773839 0.636527
H 1.666318 0.049998 -2.195844
H 1.848039 -1.835700 0.665176

Forces on atoms 1 to 2 (eV/Å):
1.729 -0.484 1.930
-0.883 -2.132 -1.531

Computed properties:
Spin multiplicity: 1
HOMO energy: -8.93 eV

=====

Computed DFT total energy (Eh) in order:
-6165.5424; -2170.7856; -1551.3049; -394.7853; -276.2327; -680.5136
Computed energy relative to the best compared isomer or geometry (same formula, charge and spin) (eV) in order:
0.254; 0.000; 0.000; 4.961; 2.223; 1.535
Computed gap between HOMO and LUMO (eV) in order:
7.6; 9.8; 8.7; 10.2; 10.1; 9.3